Model P:
This record from the OMol25 dataset describes one molecule with the formula C4H7NO. The level of theory is the ωB97M-V functional and the def2-TZVPD basis.

Output
E_HOMO = -9.745 eV

Element x y z (Å)
C 1.9407 -0.0843 -0.3635
C 0.7022 0.5599 0.1778
O 0.6377 1.7622 0.3499
N -0.3381 -0.2812 0.5945
C -1.3786 -0.8311 -0.2705
C -1.6082 0.3962 0.5536
H 2.2749 0.4955 -1.2274
H 2.7108 0.0003 0.4100
H 1.7903 -1.1333 -0.6219
H -1.7735 -1.7700 0.1230
H -1.3002 -0.8242 -1.3574
H -2.2391 0.2932 1.4280
H -1.4188 1.4168 0.2039

---

Model Q:
This record from the OMol25 dataset describes one molecule with the formula C4H7NO. The level of theory is the ωB97M-V functional and the def2-TZVPD basis.

Output
E_HOMO = -9.512 eV

Element x y z (Å)
C 0.1266 1.8634 -0.0270
C -0.4833 0.5045 -0.3865
C 0.3648 -0.6811 -0.9541
N -0.0846 -0.6308 0.3738
C -0.2095 -1.7374 1.1269
O 0.3074 -2.7706 0.7443
H 0.3415 1.9293 1.0449
H -0.5434 2.6968 -0.2714
H 1.0603 2.0258 -0.5692
H -1.5634 0.5673 -0.5861
H -0.0676 -1.4638 -1.5905
H 1.4613 -0.6919 -0.9999
H -0.7101 -1.6117 2.0949

---

The data favor model P; the next most stable structure lies 0.0208 hartree above it.

---

Model P:
This record from the OMol25 dataset describes a 2-piece molecular cluster, C4H7NO overall. The level of theory is the ωB97M-V functional and the def2-TZVPD basis.

Output
E_HOMO = -9.728 eV

Element x y z (Å)
C 3.1323 -1.4432 1.2153
C -0.5461 -0.0413 -0.2009
C 0.1867 1.1882 0.3344
C -1.8395 0.0792 -0.8636
N 0.0445 -1.1668 -0.1122
O 3.2314 -2.5387 0.9625
H 0.9463 0.8775 1.2065
H -0.5137 1.9003 0.7693
H 0.7499 1.6637 -0.4990
H -2.2463 -0.9814 -0.9645
H -1.4957 0.6319 -1.8552
H -2.6105 0.8572 -0.4368
H 0.9608 -1.0265 0.4441

---

Model Q:
This record from the OMol25 dataset describes a 2-piece molecular cluster, C4H7NO overall. The level of theory is the ωB97M-V functional and the def2-TZVPD basis.

Output
E_HOMO = -8.211 eV

Element x y z (Å)
C -0.9698 -1.4087 -0.3474
C -1.6294 -0.8831 0.7907
C -1.1636 0.4039 0.9410
N -0.3006 0.6838 -0.0891
C -0.1634 -0.4336 -0.8669
H -1.1999 -2.3578 -0.8075
H -2.1294 -1.4358 1.5681
H -1.5751 1.2063 1.4976
H 0.3894 1.4118 -0.0303
H 0.4961 -0.5595 -1.7094
O 2.5939 1.2629 -0.6275
H 2.6765 0.3342 -0.4081
H 2.9752 1.7756 0.0888

---

Model R:
This record from the OMol25 dataset describes one molecule with the formula C4H7NO. The level of theory is the ωB97M-V functional and the def2-TZVPD basis.

Output
E_HOMO = -9.708 eV

Element x y z (Å)
C 1.3046 -0.7672 -0.2912
C 0.0223 0.0484 0.0486
C -0.9892 -0.9223 0.6303
O -0.7785 -2.1121 0.6205
C -0.3106 1.5338 0.3183
N -0.3148 1.0046 -1.0140
H 0.9993 -1.7553 -0.6755
H 1.8193 -0.2681 -1.1091
H 1.9906 -0.9992 0.5323
H -1.9015 -0.5398 1.1390
H -1.3028 1.7758 0.7331
H 0.4073 2.3198 0.5586
H -1.2354 0.9034 -1.4174

---

Model S:
This record from the OMol25 dataset describes one molecule with the formula C4H7NO. The level of theory is the ωB97M-V functional and the def2-TZVPD basis.

Output
E_HOMO = -8.988 eV

Element x y z (Å)
C 0.7776 0.5820 1.9094
N 0.7645 -0.2500 0.6955
C 0.3924 0.5269 -0.2151
C -0.6702 0.1084 -1.1305
C -0.6352 -1.2850 -1.5514
O -1.5811 -0.8517 -0.5982
H 0.0020 1.3709 1.9195
H 1.7368 1.0206 2.2002
H 0.3641 -0.2516 2.4638
H 0.8129 1.5348 -0.3001
H -1.1325 0.9010 -1.7075
H -0.9989 -1.5080 -2.5450
H 0.1678 -1.8983 -1.1407

---

The data favor model Q; the next most stable structure lies 0.0334 hartree above it.

---

Model P:
This record from the OMol25 dataset describes one molecule with the formula C4H7NO. The level of theory is the ωB97M-V functional and the def2-TZVPD basis.

Output
E_HOMO = -9.709 eV

Element x y z (Å)
O 2.8866 -1.5103 -0.2641
C 1.9102 -0.8541 -0.5609
N 0.9933 -0.3860 0.3320
C -0.0375 0.5484 -0.0116
C -1.2581 0.5799 0.8563
C -1.3526 0.0398 -0.5401
H 1.6643 -0.5740 -1.6036
H 1.2339 -0.5184 1.3054
H 0.3115 1.5044 -0.4003
H -1.3036 -0.1361 1.6723
H -1.6979 1.5474 1.0781
H -1.8621 0.6334 -1.2931
H -1.4558 -1.0351 -0.6531

---

Model Q:
This record from the OMol25 dataset describes a 2-piece molecular cluster, C4H7NO overall. The level of theory is the ωB97M-V functional and the def2-TZVPD basis.

Output
E_HOMO = -10.435 eV

Element x y z (Å)
N 1.7165 -0.2503 2.1629
C 1.0074 0.3677 1.4896
C 0.1232 1.1590 0.6256
C 0.0082 0.6034 -0.7967
C -0.9838 -0.5332 -0.9142
O -1.9072 -0.6901 -0.1542
H -0.8717 1.1832 1.0792
H 0.5116 2.1807 0.6039
H -0.3878 1.3872 -1.4562
H 0.9811 0.3154 -1.2069
H -0.8335 -1.2102 -1.7788
H 0.0800 -2.1602 0.3683
H 0.7329 -2.0856 0.0245

---

Model R:
This record from the OMol25 dataset describes a 2-piece molecular cluster, C4H7NO overall. The level of theory is the ωB97M-V functional and the def2-TZVPD basis.

Output
E_HOMO = -9.147 eV

Element x y z (Å)
H 0.8455 -1.7588 0.7958
N 0.2158 -1.4690 0.0438
C -0.6834 -0.6900 0.4907
C -1.7508 -0.1169 -0.3945
H -0.7457 -0.4056 1.5467
H -2.5659 -0.8463 -0.4128
H -1.4081 0.0383 -1.4224
H -2.1439 0.8230 0.0051
C 1.9187 0.6214 -0.5174
C 1.1316 1.1466 0.3886
O 0.5364 1.6855 1.2404
H 1.6013 -0.1363 -1.2213
H 2.9097 1.0454 -0.5230

---

Model S:
This record from the OMol25 dataset describes a 2-piece molecular cluster, C4H7NO overall. The level of theory is the ωB97M-V functional and the def2-TZVPD basis.

Output
E_HOMO = -8.903 eV

Element x y z (Å)
C -1.8810 -0.5268 0.5357
O -1.5548 0.8369 0.8452
C -0.7694 1.4461 0.0204
C 1.9702 0.0783 -0.8391
C 1.4962 -0.9878 0.0400
N 1.1402 -1.8467 0.7317
H -1.4779 -0.7784 -0.4469
H -2.9704 -0.5720 0.5268
H -1.4455 -1.1447 1.3209
H -0.7579 2.4744 0.4435
H 1.2035 0.8613 -0.8935
H 2.9015 0.4943 -0.4500
H 2.1454 -0.3348 -1.8346

---

The data favor model P; the next most stable structure lies 0.0366 hartree above it.

---

Model P:
This record from the OMol25 dataset describes one molecule with the formula C4H7NO. The level of theory is the ωB97M-V functional and the def2-TZVPD basis.

Output
E_HOMO = -9.815 eV

Element x y z (Å)
O 1.4736 2.0052 0.5115
C 1.8543 0.9497 0.0666
C 1.0185 -0.3025 -0.1023
C -0.4006 -0.2423 0.4508
C -1.5887 0.1506 -0.3272
N -1.2854 -1.2781 -0.0746
H 2.9225 0.8171 -0.2277
H 1.5744 -1.0782 0.4421
H 1.0687 -0.6122 -1.1578
H -0.4203 0.1024 1.4823
H -1.6149 0.4849 -1.3502
H -2.3595 0.5760 0.3299
H -2.2277 -1.4224 0.2562

---

Model Q:
This record from the OMol25 dataset describes one molecule with the formula C4H7NO. The level of theory is the ωB97M-V functional and the def2-TZVPD basis.

Output
E_HOMO = -7.849 eV

Element x y z (Å)
C 0.5113 -1.2881 0.6081
C -0.7061 -0.9856 -0.2537
O -1.4602 0.1410 0.2017
C -0.9468 1.3711 -0.0176
N 0.2121 1.6174 -0.4444
C 1.3090 1.8235 -1.0295
H 0.2360 -1.2908 1.6670
H 0.9045 -2.2774 0.3511
H -0.4234 -0.8326 -1.3021
H -1.4202 -1.8108 -0.2063
H -1.6383 2.1666 0.2372
H 2.1112 1.9245 -0.2686
H 1.3108 -0.5590 0.4571

---

The data favor model P; the next most stable structure lies 0.0298 hartree above it.

---

Model P:
This record from the OMol25 dataset describes C4H7NO as an isolated structure. The level of theory is the ωB97M-V functional and the def2-TZVPD basis.

Output
E_HOMO = -8.865 eV

Element x y z (Å)
O 2.5647 0.8928 -0.3537
C 1.3815 0.4771 -0.2610
C 1.7484 -0.7789 -0.7653
C -1.0609 -0.9253 0.3075
C -1.0504 0.5592 -0.0364
N 0.2840 1.1384 0.1001
H -0.4433 -1.4966 -0.3954
H 2.1023 -1.4137 0.0596
H -2.0803 -1.3148 0.2376
H -0.6912 -1.0943 1.3239
H -1.4218 0.7095 -1.0584
H -1.7134 1.1062 0.6407
H 0.3805 2.1403 0.2008

---

Model Q:
This record from the OMol25 dataset describes a 2-piece molecular cluster, C4H7NO overall. The level of theory is the ωB97M-V functional and the def2-TZVPD basis.

Output
E_HOMO (spin up / spin down) = -8.702 / -8.702 eV

Element x y z (Å)
C 1.3495 -0.6972 -0.5138
C 0.4239 0.7885 0.8911
O -0.7085 0.1925 1.1116
C -1.3374 -0.2891 -0.0281
C -1.6552 0.7095 -1.0126
N -1.8346 1.5187 -1.8260
H 1.3692 -1.7534 -0.8173
H 1.6128 -0.0863 -1.3804
H 2.1382 -0.6078 0.2366
H 0.5012 1.5044 0.0754
H 1.0340 0.9252 1.7788
H -2.1529 -0.9493 0.2497
H 0.0561 -0.7228 -0.4460

---

Model R:
This record from the OMol25 dataset describes C4H7NO as an isolated structure. The level of theory is the ωB97M-V functional and the def2-TZVPD basis.

Output
E_HOMO = -10.176 eV

Element x y z (Å)
C 0.2940 0.3274 0.4764
C 0.4536 0.9358 -0.8424
C -1.0201 0.2703 1.1699
O 1.3322 0.4850 -1.6577
C 0.5576 -1.9236 -1.0153
N -0.1435 -2.6795 -0.4999
H 1.1057 -0.9741 -1.5596
H 1.1415 -0.2205 0.8743
H 0.7979 1.6614 0.2496
H -0.4489 1.4361 -1.2321
H -1.7370 0.9854 0.7691
H -0.9116 0.4325 2.2425
H -1.4213 -0.7362 1.0250

---

Model S:
This record from the OMol25 dataset describes one molecule with the formula C4H7NO. The level of theory is the ωB97M-V functional and the def2-TZVPD basis.

Output
E_HOMO = -9.627 eV

Element x y z (Å)
C -0.2747 -1.2340 -0.9198
C -0.5325 0.1658 -0.3837
C -0.4434 0.2983 1.1431
N 0.9419 0.7228 1.3936
C 1.3527 1.1388 0.2683
O 0.5502 1.0310 -0.8168
H -0.2218 -1.2313 -2.0127
H 0.6748 -1.6181 -0.5315
H -1.0746 -1.9154 -0.6125
H -1.4694 0.5697 -0.7712
H -1.1115 1.0901 1.5086
H -0.7123 -0.6307 1.6555
H 2.3184 1.5979 0.0670

---

The data favor model S; the next most stable structure lies 0.1112 hartree above it.

---

Model P:
This record from the OMol25 dataset describes one molecule with the formula C4H7NO. The level of theory is the ωB97M-V functional and the def2-TZVPD basis.

Output
E_HOMO = -9.014 eV

Element x y z (Å)
C 0.0351 -1.5230 0.7591
C 0.5075 -0.2093 0.1962
N 0.2240 0.0285 -1.2383
C -0.4322 1.2887 -0.9174
C -0.5789 0.8615 0.5074
O -1.1484 1.2824 1.4706
H 0.6591 -2.3527 0.4340
H -0.9961 -1.7041 0.4407
H 0.0492 -1.4586 1.8511
H 1.5581 0.0080 0.4583
H 0.9897 0.0580 -1.9055
H -1.1068 1.6974 -1.6825
H 0.2397 2.0232 -0.3736

---

Model Q:
This record from the OMol25 dataset describes a 2-piece molecular cluster, C4H7NO overall. The level of theory is the ωB97M-V functional and the def2-TZVPD basis.

Output
E_HOMO = -10.234 eV

Element x y z (Å)
C -2.1804 -1.0096 0.5130
N -1.7884 0.0742 -0.3098
C -1.3363 0.9786 -0.8985
C 1.5082 0.5063 -0.9027
C 2.0386 0.6391 0.4504
O 0.9294 -0.1988 0.1956
H -1.3188 -1.3363 1.1008
H -2.5378 -1.8355 -0.1065
H -2.9850 -0.6830 1.1761
H 0.9425 1.3354 -1.3249
H 1.9713 -0.1520 -1.6324
H 2.9659 0.1430 0.7249
H 1.7907 1.5386 1.0139

---

Model R:
This record from the OMol25 dataset describes one molecule with the formula C4H7NO. The level of theory is the ωB97M-V functional and the def2-TZVPD basis.

Output
E_HOMO = -9.755 eV

Element x y z (Å)
C -2.1372 -0.5162 0.8014
C -0.8234 -0.5486 0.0851
N -0.1461 0.4999 -0.1335
C 1.0884 0.3426 -0.8725
C 2.2737 0.8323 -0.0641
O 3.3866 0.3813 -0.1834
H -2.0851 -1.0847 1.7374
H -2.9120 -0.9845 0.1832
H -2.4204 0.5155 1.0196
H -0.4756 -1.5370 -0.2592
H 1.2965 -0.6851 -1.2088
H 1.0334 0.9840 -1.7646
H 2.0501 1.6576 0.6426

---

The data favor model R; the next most stable structure lies 0.0361 hartree above it.